Computed, not measured: one molecule with the formula C4H6N2, with ωB97M-V with the def2-TZVPD basis set.

XYZ file:
```
12
Properties=species:S:1:pos:R:3:lowdin_charge:R:1
C 0.308 -1.499 -0.262 -0.09
N -0.677 -0.496 0.115 -0.11
C -0.897 0.628 -0.784 -0.08
C -0.052 0.749 0.412 -0.35
C -0.018 1.461 1.673 -0.13
N 0.830 1.940 2.299 0.15
H 0.647 -2.011 0.644 0.09
H 1.191 -1.043 -0.743 0.08
H -0.135 -2.225 -0.943 0.08
H -1.914 0.993 -0.871 0.11
H -0.281 0.703 -1.681 0.11
H 0.998 0.800 0.141 0.13
```

Energy relative to the best compared isomer or geometry (same formula, charge and spin): 2.896 eV
E_tot: -265.4292 Eh
Frontier orbital gap: 10.83 eV
HOMO energy: -0.37693 hartree
Max |F|: 1.70 eV/A
Structure (SMILES): CN1C[C@H]1C#N
E_LUMO: 0.570 eV